The following is a quantum chemistry calculation of a cluster of 2 separate species, C4H14N2 in total, from the OMol25 dataset.

Atoms and positions in Å:
N1 -1.518693 -3.790960 1.065220
C1 0.066255 -2.214526 1.902360
C2 -0.893979 -2.533619 0.780194
H1 -2.265221 -3.850860 0.363937
H2 -0.943418 -4.631354 0.940869
H3 0.737096 -1.395546 1.592759
H4 0.680987 -3.088755 2.175156
H5 -0.497991 -1.889589 2.792676
H6 -1.550519 -1.688161 0.498048
H7 -0.291639 -2.803170 -0.108615
N2 0.113295 2.146115 -2.333945
C3 0.703849 3.222558 -0.221022
C4 1.219189 2.613682 -1.592325
H8 -0.528105 1.512193 -1.844631
H9 -0.455250 2.941282 -2.645623
H10 1.457036 3.965434 0.091140
H11 0.563512 2.498028 0.598710
H12 -0.252151 3.743628 -0.397520
H13 1.681508 3.431582 -2.177779
H14 1.974238 1.812037 -1.479611

Atoms 1-2, force components in eV/Å:
-2.9 -0.8 -0.1
0.1 0.9 0.3

Results
2S+1 ... 1
LUMO ... 0.8 eV
Energy relative to the best compared isomer or geometry (same formula, charge and spin) ... 75.38 kJ/mol
SMILES ... CCN.CCN
Charge ... 0
E_tot ... -7354.3358 eV
Frontier orbital gap ... 9.80 eV

The following is a quantum chemistry calculation of a cluster of 2 separate species, C3H4FN3 in total, from the OMol25 dataset.

Atoms and positions in Å:
C1 0.315672 0.779591 -0.304481
C2 1.696992 0.834310 -0.312626
C3 -0.412758 -0.280441 0.082148
N1 1.979455 -1.421635 0.147131
N2 2.223825 -0.319248 -0.071925
N3 -0.996179 -1.339814 -0.299732
F1 4.022682 0.020026 0.020341
H1 -0.297816 1.686820 -0.506906
H2 2.457708 1.695857 -0.458816
H3 -0.672156 -1.541455 -1.259105
H4 -1.677566 -1.964661 0.070747

Atoms 1-2, force components in eV/Å:
0.1 1.4 -0.7
0.4 5.0 -1.0

Results
2S+1 ... 1
LUMO ... -0.4 eV
Energy relative to the best compared isomer or geometry (same formula, charge and spin) ... 607.92 kJ/mol
Charge ... 0
E_tot ... -10357.4202 eV
Frontier orbital gap ... 8.12 eV

The following is a quantum chemistry calculation of the molecule C2H4NP, from the OMol25 dataset.

Atoms and positions in Å:
C1 -0.981687 1.374160 1.401843
C2 0.237743 -1.130992 -0.739830
N1 0.893011 1.034861 0.719335
P1 -0.402080 0.389351 0.162852
H1 -1.117388 2.378292 1.173707
H2 -0.434184 -1.787051 -1.270388
H3 0.867356 -1.667093 -0.080125
H4 0.937229 -0.591526 -1.367395

Atoms 1-2, force components in eV/Å:
0.4 -1.8 1.5
-1.2 0.8 -0.4

Results
2S+1 ... 1
LUMO (spin up / spin down) ... -1.0 / -1.0 eV
Energy relative to the best compared isomer or geometry (same formula, charge and spin) ... 566.39 kJ/mol
Charge ... 0
E_tot ... -12910.6588 eV
Frontier orbital gap (spin up / spin down) ... 7.22 / 7.14 eV

The following is a quantum chemistry calculation of the ion C3H9O4S with charge +1, from the OMol25 dataset.

Atoms and positions in Å:
C1 2.209941 -0.607518 0.943188
C2 -0.180835 2.249448 -0.754762
C3 -1.717858 -1.673685 -0.638980
O1 -0.885061 -0.441761 1.801754
O2 1.226260 -0.728105 -0.090256
O3 -0.296736 1.603686 0.505226
O4 -1.466341 -0.233764 -0.598457
S1 -0.525947 0.104401 0.559907
H1 2.587905 0.421722 1.107587
H2 3.095503 -1.238546 0.597997
H3 2.011427 -1.066358 2.016476
H4 0.172494 3.367279 -0.711094
H5 -1.251896 2.201476 -1.049356
H6 0.460312 1.783811 -1.532425
H7 -0.763598 -2.124000 -0.777402
H8 -2.327666 -1.770849 -1.616492
H9 -2.347908 -1.847230 0.237089

Atoms 1-2, force components in eV/Å:
1.6 -1.1 1.9
-1.1 2.7 -2.9

Results
2S+1 ... 1
LUMO ... -5.6 eV
Energy relative to the best compared isomer or geometry (same formula, charge and spin) ... 212.33 kJ/mol
Charge ... +1
E_tot ... -22270.1359 eV
Frontier orbital gap ... 9.93 eV

The following is a quantum chemistry calculation of a structure of composition C18H19AuIN5O3, from the OMol25 dataset.

Atoms and positions in Å:
Au1 1.050427 -0.518664 -0.459061
C1 -3.625808 -1.188129 1.540079
C2 -3.236610 0.077719 0.836637
N1 -4.178472 0.789275 0.274113
C3 -3.852450 1.930379 -0.367238
C4 -2.570177 2.397235 -0.459656
C5 -2.301100 3.684000 -1.183442
O1 -1.354934 3.444425 -2.224873
C6 -1.521210 1.631657 0.108611
C7 -0.181875 2.164934 0.010951
N2 0.926942 1.519589 -0.124445
C8 2.122089 2.287909 -0.056541
C9 2.339903 3.112815 1.042944
C10 3.495018 3.871336 1.140902
C11 4.453100 3.803028 0.138794
C12 4.248129 2.977373 -0.957373
C13 3.090074 2.220205 -1.057864
I1 2.819117 1.016245 -2.740875
C14 -1.837297 0.439206 0.812511
O2 -0.973771 -0.266330 1.437566
H1 -4.709059 -1.240575 1.615821
H2 -3.178175 -1.228372 2.534912
H3 -3.270898 -2.061848 0.985552
H4 -4.671611 2.474517 -0.823786
H5 -1.911899 4.439801 -0.487181
H6 -3.243073 4.063580 -1.587910
H7 -1.166124 4.276698 -2.669140
H8 -0.095828 3.251217 0.029657
H9 1.601930 3.124192 1.835085
H10 3.650941 4.502450 2.005632
H11 5.362203 4.385228 0.208161
H12 4.987150 2.921486 -1.744759
C15 -0.098145 -5.717828 0.799797
N3 0.427975 -4.644541 -0.008257
C16 1.420870 -4.814738 -1.047674
C17 1.736471 -3.368583 -1.426307
O3 2.471360 -3.020433 -2.311819
N4 1.007255 -2.553905 -0.581352
C18 0.283103 -3.329707 0.253047
N5 -0.476065 -2.848090 1.210681
H13 -0.039959 -6.641825 0.229224
H14 -1.150039 -5.544573 1.031017
H15 0.457388 -5.847689 1.733082
H16 1.035978 -5.362850 -1.908272
H17 2.325172 -5.308631 -0.683973
H18 -0.681022 -1.805173 1.310183
H19 -0.986987 -3.494001 1.786816

Atoms 1-2, force components in eV/Å:
-0.1 -0.1 0.1
0.0 0.0 0.0

Results
2S+1 ... 1
LUMO ... 0.3 eV
Energy relative to the best compared isomer or geometry (same formula, charge and spin) ... 0.00 kJ/mol
Charge ... 0
E_tot ... -44361.2135 eV
Frontier orbital gap ... 7.51 eV

The following is a quantum chemistry calculation of a cluster of 2 separate species, C3H10N4O in total, from the OMol25 dataset.

Atoms and positions in Å:
C1 1.347362 0.461298 2.135745
C2 1.603232 0.718258 0.683205
O1 2.105582 -0.113742 -0.071945
H1 1.228102 1.680388 0.294325
H2 1.599902 1.358088 2.706155
H3 0.290732 0.223548 2.276545
H4 1.966062 -0.369592 2.483285
C3 -0.871798 -0.640692 -0.820815
N1 -2.147498 1.172978 -0.615995
N2 -0.367928 -1.837292 -0.445015
N3 -0.277028 -0.194642 -1.963085
N4 -1.790858 -0.042772 -0.129705
H5 -1.852738 1.269898 -1.593425
H6 -3.162078 1.272678 -0.589815
H7 -0.752968 -2.096502 0.459195
H8 0.648302 -1.822902 -0.380595
H9 -0.289448 -0.954732 -2.638025
H10 0.723072 -0.084272 -1.790035

Atoms 1-2, force components in eV/Å:
0.6 0.0 0.0
0.1 -1.4 -0.7

Results
2S+1 ... 1
LUMO ... 0.8 eV
Energy relative to the best compared isomer or geometry (same formula, charge and spin) ... 233.52 kJ/mol
SMILES ... NN=C(N)N.CC=O
Charge ... 0
E_tot ... -11279.7804 eV
Frontier orbital gap ... 8.63 eV

The following is a quantum chemistry calculation of a cluster of 9 separate species, C32H62F5N11O19 in total, from the OMol25 dataset.

Atoms and positions in Å:
C1 1.033219 2.655971 2.867410
C2 2.056624 1.841284 1.871649
C3 1.917335 0.179712 2.002776
C4 2.312290 -0.526732 0.541241
C5 1.396291 -1.885266 0.234374
C6 0.434438 -1.695214 -1.122562
C7 1.478321 -1.385350 -2.351692
C8 2.720660 -2.457559 -2.483666
N1 4.081079 -1.892832 -2.126442
C9 -0.264972 -3.164784 -1.364606
C10 -1.091637 -3.722173 -0.063102
C11 -2.285217 -4.793301 -0.401398
N2 -3.526722 -4.498393 0.466167
O1 -0.491939 -0.608976 -0.792358
C12 -1.461301 -0.322680 -1.852286
C13 -1.733079 1.326492 -1.777871
C14 -2.030535 1.844612 -0.239704
O2 -2.140824 3.116989 0.151900
C15 -2.917992 -1.076717 -1.689307
O3 -4.079796 -0.175987 -1.681624
C16 -4.697480 -0.053112 -3.019245
N3 -5.301659 1.366618 -3.059918
C17 -5.794644 -1.218943 -3.376741
F1 -6.579909 -0.935106 -4.636094
F2 -5.175954 -2.574037 -3.621728
C18 -6.752914 -1.402645 -2.052273
C19 -8.031243 -0.372572 -1.853314
C20 -8.944718 -0.592394 -0.502386
C21 -8.648621 -1.756505 0.622722
C22 -7.368833 -2.762211 0.425067
C23 -7.039534 -3.909225 1.551847
F3 -6.568116 -5.166063 0.890022
F4 -8.250265 -4.292443 2.357982
F5 -5.990407 -3.309727 2.455871
C24 -6.420146 -2.578001 -0.921571
H1 0.784121 2.111838 3.872733
H2 1.476236 3.744003 3.056181
H3 0.008413 2.843637 2.286970
H4 3.199951 2.146659 2.018612
H5 1.792312 2.204753 0.766051
H6 2.597007 -0.252625 2.874788
H7 0.756925 -0.008360 2.200006
H8 2.173616 0.317954 -0.256710
H9 3.466060 -0.830138 0.493363
H10 0.702781 -2.000492 1.199326
H11 2.039926 -2.870793 0.193604
H12 1.892346 -0.285162 -2.342928
H13 0.853138 -1.481747 -3.363889
H14 2.581835 -3.438502 -1.842861
H15 2.792840 -2.807443 -3.621574
H16 4.018527 -0.985955 -1.614930
H17 4.717501 -1.828329 -2.959135
H18 -1.051198 -3.081589 -2.259243
H19 0.484813 -4.012654 -1.688896
H20 -0.362838 -4.259271 0.711197
H21 -1.526095 -2.784354 0.530142
H22 -1.910868 -5.861019 -0.024113
H23 -2.558352 -4.895667 -1.534936
H24 -3.303017 -4.683802 1.487723
H25 -3.750225 -3.474334 0.440946
H26 -1.098884 -0.524400 -2.944914
H27 -0.687656 1.816524 -2.080986
H28 -2.502483 1.700277 -2.575271
H29 -2.161157 1.022692 0.616484
H30 -2.950096 -1.896591 -2.556432
H31 -2.987359 -1.712297 -0.680814
H32 -3.831125 -0.046190 -3.820728
H33 -6.110282 1.407740 -3.718117
H34 -5.746566 1.481420 -2.099672
H35 -8.197267 0.440336 -2.678754
H36 -9.839563 0.143516 -0.333172
H37 -9.391247 -1.808172 1.542161
H38 -5.487241 -3.312214 -1.039806
C25 0.483258 -5.819163 4.214349
N4 1.112354 -4.655872 3.532697
O4 0.794009 -4.449375 2.355835
O5 1.908142 -3.983025 4.198330
H39 -0.190370 -6.317185 3.513716
H40 1.284915 -6.492928 4.523608
H41 -0.069249 -5.437372 5.075271
C26 -2.571926 -0.661498 3.705060
N5 -1.132815 -1.006178 3.859373
O6 -0.736960 -2.041814 3.311886
O7 -0.441286 -0.227378 4.525952
H42 -3.056098 -1.429867 3.098534
H43 -3.011061 -0.625302 4.704111
H44 -2.626793 0.310868 3.211390
C27 5.729323 5.113317 2.961912
N6 4.659653 4.085676 2.846079
O8 3.576124 4.447377 2.372663
O9 4.937967 2.944968 3.233890
H45 5.347300 6.064761 2.585747
H46 5.995003 5.194835 4.017859
H47 6.577690 4.774792 2.363673
C28 9.458744 5.266260 -0.653880
N7 8.095277 5.101107 -0.081746
O10 7.154955 5.003729 -0.878803
O11 8.007538 5.074090 1.151397
H48 9.386135 5.272912 -1.743546
H49 9.856890 6.214922 -0.288128
H50 10.063522 4.423558 -0.312832
C29 9.621429 4.871174 5.910713
N8 8.569388 4.990426 4.865416
O12 7.395358 5.052873 5.248481
O13 8.951950 5.017779 3.689844
H51 9.143824 4.858997 6.892768
H52 10.159331 3.937931 5.731900
H53 10.281781 5.735318 5.813735
C30 -9.578571 -6.201048 -0.080954
N9 -10.630612 -6.081796 -1.126251
O14 -11.804642 -6.019350 -0.743186
O15 -10.248050 -6.054443 -2.301822
H54 -10.056176 -6.213225 0.901102
H55 -9.040669 -7.134291 -0.259767
H56 -8.918219 -5.336904 -0.177931
C31 1.568081 3.589412 -4.108578
N10 1.400408 2.115226 -3.997593
O16 0.684417 1.561946 -4.840342
O17 1.992189 1.555186 -3.067422
H57 0.994881 3.946482 -4.966850
H58 1.194981 4.034049 -3.183727
H59 2.632547 3.790651 -4.245072
C32 6.562995 6.778013 -4.505899
N11 8.002105 6.433334 -4.351585
O18 8.397961 5.397697 -4.899073
O19 8.693634 7.212134 -3.685006
H60 6.078822 6.009644 -5.112425
H61 6.123859 6.814210 -3.506847
H62 6.508127 7.750379 -4.999568

Atoms 1-2, force components in eV/Å:
-0.1 0.7 -0.7
0.5 -0.2 -0.2

Results
2S+1 ... 1
LUMO ... -0.9 eV
SMILES ... CCCCC[C@@](CCN)(CCCN)O[C@H](CC=O)CO[C@H](N)C(F)(F)c1cccc(C(F)(F)F)c1.C[N+](=O)[O-].C[N+](=O)[O-].C[N+](=O)[O-].C[N+](=O)[O-].C[N+](=O)[O-].C[N+](=O)[O-].C[N+](=O)[O-].C[N+](=O)[O-]
Charge ... 0
E_tot ... -103028.7767 eV
Frontier orbital gap ... 7.56 eV

| no. | strongest force on any atom (eV/A) |
| --- | --- |
| 1 | 3.0 |
| 2 | 6.9 |
| 3 | 3.0 |
| 4 | 4.6 |
| 5 | 0.2 |
| 6 | 3.0 |
| 7 | 8.0 |